No. 1
{"formula": "C37H47N5O5SSeW", "method": "ωB97M-V with the def2-TZVPD basis set", "species": ["W", "Se", "S", "O", "O", "O", "O", "O", "N", "N", "N", "N", "N", "C", "C", "C", "C", "C", "C", "C", "C", "C", "C", "C", "C", "C", "C", "C", "C", "C", "C", "C", "C", "C", "C", "C", "C", "C", "C", "C", "C", "C", "C", "C", "C", "C", "C", "C", "C", "C", "H", "H", "H", "H", "H", "H", "H", "H", "H", "H", "H", "H", "H", "H", "H", "H", "H", "H", "H", "H", "H", "H", "H", "H", "H", "H", "H", "H", "H", "H", "H", "H", "H", "H", "H", "H", "H", "H", "H", "H", "H", "H", "H", "H", "H", "H", "H"], "coordinates": [[-2.05043, 1.20660, -0.47892], [-3.21155, 3.53152, -0.71210], [-2.04413, 2.37055, 1.70205], [-1.23035, -2.30000, 1.63747], [-1.73672, -0.31620, 0.74883], [-3.16807, 0.69887, -2.04029], [-0.77613, 2.20399, -1.39175], [-0.34783, 0.84025, -1.23822], [-2.32665, -1.33823, -1.57302], [-2.89576, 0.35980, 3.52955], [1.10263, 0.79139, 1.31536], [1.02848, -1.54658, -0.44952], [-4.16554, 0.57538, 0.29788], [1.30962, 1.60174, 2.46539], [3.09447, -4.16168, 1.37745], [-3.55681, 3.58001, -4.88597], [1.39072, -3.95320, -0.45129], [1.64749, 3.73383, 3.48350], [1.24997, 3.64779, 0.97205], [1.96464, -0.83968, -3.73564], [0.87760, 5.12550, 1.05832], [-3.31442, -0.54679, -1.51937], [-4.51359, -0.55158, -0.59287], [-1.63206, -1.64152, 0.72405], [-2.49433, 4.38207, -5.27898], [0.91310, -2.77831, -2.55065], [1.32168, 0.96915, 3.71470], [-2.46968, 1.14357, 2.79627], [-3.77068, 3.31620, -3.54079], [0.65007, -1.47880, -3.28040], [1.42068, -5.14875, -1.16490], [1.73512, 3.12323, 4.72689], [1.20810, -5.17671, -2.53096], [0.07452, -0.81255, 5.00553], [1.55180, 1.75760, 4.83882], [1.61185, -3.96362, 1.05245], [-1.85877, 4.66410, -2.97684], [-0.30910, -1.62693, -4.45717], [0.76283, -5.02229, 1.75426], [1.41776, 2.99233, 2.33188], [2.10647, 0.14136, 0.91502], [1.15798, -2.76984, -1.16944], [0.95025, -3.99770, -3.21363], [2.07983, -0.94911, -0.09231], [1.03365, -0.51762, 3.85143], [2.47431, 3.47591, 0.07083], [-1.64748, 4.92539, -4.32240], [-2.91794, 3.85325, -2.58411], [2.31482, -1.33812, 4.01337], [-2.17552, -2.33436, -0.56104], [-0.56982, -0.64027, -4.84465], [-1.23143, -2.12514, -4.15477], [0.53063, -0.84429, 2.94006], [-0.82018, 5.55539, -4.62276], [-0.82069, -0.19489, 4.94561], [3.34004, 3.98022, 0.50724], [2.63955, -0.66616, -2.89559], [-4.18225, 0.31651, 1.28253], [3.25648, -4.16151, 2.45719], [0.63221, 5.49881, 0.06184], [2.73110, 2.42812, -0.07497], [-3.08569, -2.86173, -0.25898], [2.87261, -1.01250, 4.89520], [-1.20003, 5.08592, -2.22861], [0.01117, 5.28635, 1.70210], [2.97880, -1.24503, 3.15168], [1.91880, 3.72077, 5.61072], [-0.29451, -4.88613, 1.52905], [0.18031, -0.80615, -2.56553], [3.09507, 0.29261, 1.36587], [1.05360, -6.03538, 1.46734], [1.70341, 5.73246, 1.43597], [1.23270, -6.11861, -3.06395], [0.13407, -2.19260, -5.28013], [1.74685, 4.80861, 3.41678], [3.71222, -3.37430, 0.94035], [-4.22266, 3.15791, -5.62773], [1.60790, -6.07513, -0.63536], [-4.62638, -1.47232, -0.02943], [-0.23832, -1.85711, 4.95972], [-4.59576, 2.68811, -3.23251], [2.28642, 3.91368, -0.91172], [3.45203, -5.11504, 0.98091], [-1.43198, -3.07076, -0.85782], [1.57201, 1.29374, 5.81751], [0.88577, -4.93750, 2.83593], [-4.74820, 1.39211, 0.14971], [0.39899, 3.14903, 0.50269], [-5.42554, -0.35265, -1.15037], [1.29686, -3.00091, 1.45074], [2.48073, -1.48681, -4.44942], [0.54743, -0.65040, 5.97726], [1.77545, 0.12047, -4.22003], [2.07241, -2.39622, 4.13974], [3.07145, -1.29998, -0.40134], [0.76847, -4.02897, -4.28005], [-2.32902, 4.58645, -6.32879]], "forces_ev_per_angstrom": [[-0.16, -0.29, 0.06], [-0.08, -0.07, -0.09], [0.03, -0.07, 0.07], [-0.04, 0.01, -0.04], [0.06, -0.16, -0.02], [0.09, 0.15, 0.16], [0.12, 0.20, -0.13], [0.03, 0.06, 0.08], [0.14, 0.04, 0.09], [0.00, 0.06, -0.05], [-0.07, -0.07, 0.01], [-0.02, -0.13, 0.08], [-0.09, 0.24, -0.01], [0.00, 0.03, 0.05], [0.02, 0.01, -0.01], [0.01, 0.01, 0.01], [0.01, 0.09, -0.01], [0.02, 0.00, 0.03], [-0.06, 0.04, 0.08], [0.01, 0.01, -0.01], [-0.01, 0.03, -0.02], [-0.27, -0.09, -0.09], [-0.06, -0.04, -0.04], [0.15, 0.02, 0.07], [0.00, 0.00, 0.02], [0.02, -0.04, 0.03], [-0.02, 0.02, 0.00], [0.02, 0.04, 0.00], [-0.03, -0.01, -0.01], [0.00, -0.02, 0.01], [0.01, 0.01, 0.02], [-0.01, 0.02, -0.02], [-0.01, -0.02, -0.02], [0.02, 0.00, 0.03], [-0.01, -0.02, 0.01], [0.01, -0.03, -0.04], [0.03, 0.00, 0.02], [-0.01, -0.01, -0.03], [-0.02, -0.03, 0.02], [0.03, 0.04, -0.01], [0.05, 0.04, -0.05], [-0.10, 0.03, -0.08], [0.00, -0.01, -0.01], [0.08, -0.04, 0.05], [-0.01, 0.01, 0.02], [0.03, 0.00, 0.02], [-0.02, -0.01, -0.02], [0.00, 0.02, 0.00], [0.01, -0.02, 0.01], [0.05, -0.09, 0.01], [0.00, 0.00, 0.01], [0.01, 0.00, 0.00], [-0.02, 0.00, -0.03], [0.00, 0.00, 0.00], [0.02, -0.02, 0.01], [0.00, 0.00, 0.01], [-0.01, 0.00, 0.01], [0.11, 0.04, -0.03], [0.00, 0.00, 0.00], [0.00, -0.01, 0.01], [0.01, 0.03, -0.02], [-0.01, 0.02, -0.03], [-0.01, 0.00, 0.00], [0.00, -0.01, 0.00], [0.00, -0.01, 0.00], [0.01, 0.01, -0.01], [-0.01, 0.00, 0.00], [0.00, 0.01, -0.01], [0.01, 0.01, -0.02], [0.00, -0.01, 0.02], [0.01, 0.02, 0.01], [0.01, 0.00, 0.00], [0.00, 0.00, -0.01], [0.00, 0.00, 0.00], [0.00, 0.01, 0.00], [-0.01, 0.01, 0.00], [0.00, 0.00, 0.00], [0.00, 0.01, -0.01], [0.00, 0.02, 0.01], [0.00, 0.00, 0.01], [0.01, 0.01, -0.01], [-0.01, 0.00, 0.00], [-0.01, 0.00, 0.00], [0.00, 0.01, 0.00], [0.00, 0.01, -0.02], [0.01, -0.01, -0.01], [-0.16, 0.00, 0.01], [0.12, -0.12, -0.11], [-0.01, -0.03, -0.02], [-0.02, 0.07, 0.01], [0.00, 0.00, 0.00], [0.00, 0.00, -0.01], [0.00, 0.00, 0.00], [0.00, 0.01, -0.01], [0.00, -0.05, -0.01], [0.00, 0.00, 0.00], [0.00, 0.00, 0.00]], "multiplicity": 1, "e_above_lowest_kj_mol": 194.3}

No. 2
{"formula": "C32H23BrN4O5S4Sr", "method": "ωB97M-V with the def2-TZVPD basis set", "species": ["Sr", "Br", "S", "S", "S", "S", "O", "O", "O", "O", "O", "N", "N", "N", "N", "C", "C", "C", "C", "C", "C", "C", "C", "C", "C", "C", "C", "C", "C", "C", "C", "C", "C", "C", "C", "C", "C", "C", "C", "C", "C", "C", "C", "C", "C", "C", "C", "H", "H", "H", "H", "H", "H", "H", "H", "H", "H", "H", "H", "H", "H", "H", "H", "H", "H", "H", "H", "H", "H", "H"], "coordinates": [[0.27594, -0.51175, -0.42596], [-2.64877, -2.61197, -5.27614], [2.17391, -3.12121, 6.42894], [-0.15748, -1.02100, -4.65875], [-2.47958, -0.16466, -1.36876], [-2.72471, 6.26572, 0.79550], [-1.95939, -1.38676, -0.70661], [-3.23078, 0.69413, -0.48440], [2.42607, -1.57060, -0.39084], [2.36946, -3.70858, 0.31044], [-1.32373, 0.55204, -1.98777], [-0.35101, 1.69707, 0.93762], [1.97428, 0.06885, -3.25176], [0.70936, -0.50853, 2.19457], [0.94813, -2.18516, -2.53089], [2.04105, -2.86687, 4.73001], [0.15469, 0.46526, 2.94773], [-0.44276, 1.59781, 2.28634], [-1.11144, 2.45297, 4.48753], [1.46849, -3.19550, -1.81977], [3.20699, -4.86700, 4.88957], [3.02876, -4.58306, 6.20772], [1.29455, -1.52714, 2.77940], [0.95418, 0.21278, -4.11878], [-3.01355, 4.48611, -1.01018], [-0.97556, 2.68301, 0.33834], [-0.50639, 1.41833, 5.10621], [0.73920, 1.50604, -4.63252], [1.45191, -4.49656, -2.27986], [0.14167, 0.38854, 4.34507], [-1.74936, 3.61238, 2.38208], [2.64132, -3.88382, 4.03750], [-3.59291, 6.68910, -0.61390], [0.76186, -0.71941, 4.94813], [2.15985, -2.81748, -0.50557], [2.79834, 1.07734, -2.86984], [1.55440, 2.53924, -4.26287], [-1.09733, 2.56708, 3.05643], [-3.51222, -0.69004, -2.68750], [-1.72698, 3.66846, 1.00947], [0.94314, -4.73841, -3.55007], [2.61715, 2.33087, -3.36252], [-2.45125, 4.66701, 0.22210], [0.46247, -3.69068, -4.31702], [1.36086, -1.69174, 4.18004], [-3.66949, 5.64999, -1.48936], [0.47276, -2.42570, -3.74618], [-1.61895, 3.22037, 5.05846], [-4.00078, 7.68065, -0.72186], [0.75890, -0.78995, 6.03029], [-3.78318, 0.19022, -3.26658], [-2.98520, -1.40787, -3.31842], [0.05102, -3.83043, -5.30468], [1.74750, -2.25846, 2.11719], [-0.90802, 2.70843, -0.74277], [1.84773, -5.27859, -1.64872], [3.35338, -5.15465, 7.06158], [2.68381, -3.93931, 2.95747], [0.93335, -5.74213, -3.95395], [1.37628, 3.52855, -4.66286], [2.07104, -0.85648, -2.80889], [3.72229, -5.74642, 4.53346], [-0.08934, 1.65217, -5.31178], [-2.30410, 4.34524, 2.95739], [-0.51127, 1.33731, 6.18594], [-4.18676, 5.70645, -2.43559], [3.27134, 3.13382, -3.05986], [3.56779, 0.80103, -2.16248], [-4.39880, -1.14237, -2.24918], [-3.00413, 3.53588, -1.52710]], "forces_ev_per_angstrom": [[0.19, 0.19, 0.34], [0.24, -0.37, -0.41], [0.00, 0.00, 0.02], [0.03, -0.04, 0.13], [-0.71, 0.06, -0.41], [0.03, 0.03, 0.01], [-0.03, 0.10, 0.06], [-0.07, 0.10, 0.07], [0.08, -0.16, -0.13], [0.02, 0.04, 0.02], [0.18, 0.06, 0.01], [-0.13, -0.13, 0.09], [0.13, 0.22, -0.06], [0.06, 0.04, -0.16], [0.06, -0.43, 0.11], [0.01, -0.01, -0.02], [0.04, -0.07, 0.10], [0.02, 0.12, 0.00], [0.02, -0.02, -0.01], [0.15, -0.19, -0.03], [0.00, -0.01, 0.01], [0.00, 0.00, -0.01], [0.02, -0.02, -0.05], [0.11, 0.07, -0.03], [-0.03, -0.03, 0.00], [0.01, 0.01, -0.05], [-0.01, 0.01, -0.02], [-0.03, -0.04, -0.01], [-0.07, 0.00, -0.03], [0.00, -0.01, 0.02], [-0.03, -0.01, 0.01], [0.00, 0.00, 0.00], [-0.01, -0.01, -0.02], [-0.01, 0.01, 0.00], [0.09, -0.03, 0.02], [-0.03, -0.02, -0.03], [0.02, 0.02, 0.02], [0.00, 0.01, 0.00], [0.06, 0.15, 0.32], [0.03, -0.01, 0.05], [-0.02, -0.01, -0.02], [-0.01, 0.02, -0.03], [-0.02, 0.01, -0.04], [-0.08, 0.08, 0.06], [0.00, 0.02, -0.01], [-0.01, 0.02, 0.01], [-0.13, 0.07, -0.08], [0.00, 0.00, 0.01], [0.00, 0.00, 0.00], [0.00, -0.01, 0.00], [0.00, 0.01, 0.01], [-0.06, 0.09, 0.10], [-0.04, -0.01, -0.02], [-0.01, -0.01, 0.02], [-0.03, 0.00, 0.00], [0.02, 0.00, -0.01], [0.00, 0.00, 0.00], [-0.01, 0.00, 0.00], [-0.01, 0.00, 0.01], [0.00, 0.00, 0.00], [-0.04, 0.12, 0.02], [0.00, 0.00, 0.00], [0.01, 0.01, 0.00], [-0.01, 0.01, -0.02], [0.00, 0.00, 0.00], [0.00, 0.00, 0.00], [-0.01, 0.01, 0.01], [-0.02, -0.01, 0.00], [0.00, -0.02, 0.02], [0.02, -0.02, 0.02]], "multiplicity": 1, "e_above_lowest_kj_mol": 125.7}

No. 3
{"formula": "C3H4N4O", "method": "ωB97M-V with the def2-TZVPD basis set", "species": ["O", "N", "N", "N", "N", "C", "C", "C", "H", "H", "H", "H"], "coordinates": [[-2.07812, 1.32502, -0.11364], [2.07358, -0.53714, -0.13924], [-1.97321, -0.93624, -0.04014], [0.80774, -0.90844, -0.00611], [2.24859, 0.80895, -0.01789], [0.12341, 0.25056, -0.02046], [1.08395, 1.28133, 0.01166], [-1.38613, 0.29006, -0.03057], [0.84557, 2.29019, 0.18775], [2.74530, -1.24960, -0.08984], [-2.96371, -0.85716, 0.05040], [-1.52697, -1.75753, 0.20808]], "forces_ev_per_angstrom": [[1.88, -1.71, 0.28], [-2.37, 1.68, 1.01], [-0.82, 2.13, -0.33], [-0.53, 0.85, -1.19], [3.83, -2.29, -0.64], [0.05, -1.13, 0.53], [-3.50, 0.48, 0.34], [-0.67, 1.13, -0.37], [0.11, 1.15, -0.19], [1.41, -0.40, 0.11], [-0.49, -0.32, 0.01], [1.11, -1.57, 0.44]], "multiplicity": 1, "e_above_lowest_kj_mol": 79.4, "smiles": "NC(=O)c1cn[nH]n1"}